The following is a DFT calculation (ωB97M-V/def2-TZVPD) of an isolated molecule of C4H5NO at a distorted geometry.

Properties
SMILES: Nc1ccco1
LUMO, eV: 0.9
M, u: 83.090
Gap between HOMO and LUMO, eV: 9.66
ΔE to the lowest compared entry with this formula, charge and spin, kJ/mol: 305.4
Energy, eV: -7763.3613

```
! wB97M-V def2-TZVPD RIJCOSX def2/J DEFGRID3
* xyz 0 1
N -0.482 1.775 0.511
C -0.092 0.522 -0.001
C -0.243 -0.469 0.878
C 0.233 -1.639 0.106
C 0.598 -1.154 -1.120
O 0.405 0.196 -1.214
H 0.243 2.425 0.755
H -1.338 2.171 0.168
H -0.645 0.476 1.584
H 0.318 -2.695 0.353
H 1.003 -1.609 -2.020
*
```

Computed Mulliken charges, given in elementary charges:
1. N -0.42
2. C 0.38
3. C -0.34
4. C -0.59
5. C -0.23
6. O -0.39
7. H 0.23
8. H 0.22
9. H 0.40
10. H 0.34
11. H 0.41